7
Properties=species:S:1:pos:R:3:nbo_charge:R:1 method="wB97M-V/def2-TZVPD" lumo_energy_ev=0.01 homo_ev=-9.8114 fmax_ev_per_a=4.19
C -0.109 0.120 1.055 0.4989
C 0.178 -0.142 -0.720 -0.5770
O -1.048 0.728 1.393 -0.4823
Cl 1.156 -0.380 2.059 0.0314
Br 0.249 1.562 -1.642 0.0799
I -1.494 -1.175 -1.248 0.2233
H 1.067 -0.713 -0.897 0.2259



49
Properties=species:S:1:pos:R:3:nbo_charge:R:1 method="wB97M-V/def2-TZVPD" smiles="CCCCCCCCCCCCn1ccc(=N)cc1" lumo_energy_ev=0.73 homo_ev=-7.6309 fmax_ev_per_a=0.73
C -6.611 -0.353 0.089 -0.6072
C -5.876 0.943 -0.235 -0.3863
C -4.369 0.752 -0.408 -0.3954
C -3.663 0.358 0.888 -0.3928
C -2.139 0.410 0.780 -0.3831
C -1.559 -0.641 -0.164 -0.3922
C -0.033 -0.610 -0.162 -0.3896
C 0.568 -1.628 -1.128 -0.3890
C 2.095 -1.558 -1.181 -0.3933
C 2.766 -2.213 0.029 -0.4049
C 4.278 -1.960 0.073 -0.4063
C 4.670 -0.770 0.962 -0.1915
N 3.988 0.450 0.607 -0.3997
C 2.925 0.906 1.330 0.0492
C 2.194 1.968 0.951 -0.3297
C 2.484 2.692 -0.277 0.2044
N 1.834 3.684 -0.758 -0.6990
C 3.644 2.187 -0.982 -0.2773
C 4.328 1.120 -0.537 0.0177
H -6.412 -1.103 -0.673 0.1993
H -7.684 -0.180 0.128 0.2084
H -6.297 -0.748 1.052 0.2005
H -6.059 1.671 0.559 0.1916
H -6.284 1.356 -1.161 0.1982
H -4.196 -0.010 -1.170 0.1937
H -3.938 1.689 -0.770 0.1993
H -3.962 -0.650 1.181 0.1934
H -3.979 1.042 1.680 0.1970
H -1.834 1.403 0.440 0.1943
H -1.713 0.259 1.776 0.1942
H -1.917 -0.461 -1.179 0.1966
H -1.904 -1.632 0.142 0.1906
H 0.324 -0.801 0.852 0.1858
H 0.304 0.390 -0.447 0.2052
H 0.257 -2.637 -0.844 0.1912
H 0.174 -1.431 -2.127 0.2026
H 2.391 -0.510 -1.257 0.2051
H 2.447 -2.064 -2.083 0.2001
H 2.310 -1.845 0.948 0.1931
H 2.579 -3.288 -0.017 0.2078
H 4.794 -2.838 0.467 0.2131
H 4.644 -1.793 -0.942 0.2021
H 5.751 -0.609 0.889 0.2035
H 4.431 -1.004 2.003 0.2044
H 2.713 0.363 2.242 0.2074
H 1.367 2.297 1.563 0.2210
H 1.039 3.965 -0.187 0.3233
H 3.940 2.698 -1.882 0.2334
H 5.192 0.733 -1.058 0.2097



18
Properties=species:S:1:pos:R:3:nbo_charge:R:1 method="wB97M-V/def2-TZVPD" spin_multiplicity=2 lumo_energy_ev="7.04 / 7.03" homo_ev="2.1160 / 2.2227" fmax_ev_per_a=4.82 total_charge=-2
C -0.612 0.447 1.003 -0.1870
N 0.592 0.878 0.104 -0.9447
C -1.876 1.191 0.484 -0.1442
C -2.322 0.725 -0.888 -0.6881
N -2.365 0.552 1.634 -0.8215
C 2.949 -1.733 -0.330 -0.1860
O 2.667 -0.860 0.660 -0.9575
H -0.265 0.655 2.018 0.1954
H -0.630 -0.642 0.839 0.1714
H 1.445 0.311 0.397 0.4180
H 0.415 0.521 -0.830 0.3014
H -1.791 2.294 0.577 0.1122
H -3.355 1.041 -1.094 0.1678
H -2.302 -0.368 -0.871 0.1989
H -1.638 1.105 -1.665 0.1711
H 3.997 -1.716 -0.706 0.0615
H 2.324 -1.577 -1.256 0.0720
H 2.766 -2.825 -0.077 0.0593



39
Properties=species:S:1:pos:R:3:nbo_charge:R:1 method="wB97M-V/def2-TZVPD" spin_multiplicity=5 lumo_energy_ev="-3.33 / -5.45" homo_ev="-8.7507 / -12.2877" fmax_ev_per_a=7.11 total_charge=+1
O 4.023 2.188 -1.252 -0.7204
H 4.215 2.584 -2.108 0.4774
Ir -0.235 -0.178 0.544 0.8716
N -1.982 -0.660 -0.230 -0.4073
N 0.389 -0.633 -1.262 -0.3170
O -3.260 -0.640 0.362 -0.5274
O 1.707 -0.683 -1.761 -0.5285
C -1.927 -1.063 -1.447 0.1814
C -0.518 -1.107 -2.033 0.1901
C -3.113 -1.520 -2.305 -0.6724
C -0.310 -1.672 -3.443 -0.6709
H -4.054 -1.087 -1.966 0.2485
H -3.218 -2.604 -2.266 0.2423
H -3.001 -1.223 -3.347 0.2414
H 0.707 -2.034 -3.593 0.2538
H -0.499 -0.906 -4.194 0.2427
H -0.963 -2.521 -3.643 0.2395
H -3.082 -0.335 1.263 0.4502
H 2.191 -0.111 -1.134 0.4823
O -0.019 -2.507 1.010 -0.8636
H -0.843 -1.952 0.857 0.4345
H 0.730 -2.012 0.552 0.4786
C 2.742 2.537 -0.886 -0.2713
H 2.542 2.450 0.173 0.1852
H 1.986 2.176 -1.568 0.1593
H 2.684 3.616 -1.031 0.1726
O -1.179 1.968 0.440 -0.8575
H -1.499 1.191 -0.116 0.4699
H -1.026 1.583 1.353 0.4526
N -0.910 -0.172 2.570 -0.6520
N 0.062 0.339 3.422 -0.4669
C 1.367 0.698 2.997 0.2342
N 2.263 1.277 3.931 -0.7814
S 1.911 0.361 1.504 -0.0389
H -1.111 -1.146 2.889 0.4185
H -1.790 0.366 2.745 0.3847
H -0.171 0.452 4.421 0.4076
H 3.231 1.508 3.659 0.4470
H 1.959 1.473 4.894 0.4100



9
Properties=species:S:1:pos:R:3:nbo_charge:R:1 method="wB97M-V/def2-TZVPD" lumo_energy_ev=-0.36 homo_ev=-9.1386 fmax_ev_per_a=3.45
C 1.854 -0.029 -0.093 -0.1820
C -1.729 0.111 -0.007 -0.2494
N 0.604 0.393 -0.176 -0.1698
O -0.411 -0.486 0.011 -0.3649
I 3.327 1.399 -0.390 0.2459
I 2.487 -2.046 0.466 0.1350
H -2.070 -0.479 0.825 0.2028
H -2.259 -0.017 -0.908 0.1864
H -1.802 1.153 0.273 0.1961